No. 1
This record from the Open Molecules 2025 dataset describes C27H61GaN16O34PS as an isolated structure. The level of theory is ωB97M-V/def2-TZVPD.

The geometry in XYZ format:
```
141
Properties=species:S:1:pos:R:3:lowdin_charge:R:1
O -4.1134 1.6014 -6.1030 0.05
H -2.4975 3.0765 -7.4785 0.10
O -2.8561 0.1279 -7.0487 0.07
H -12.4420 2.8945 1.2535 0.11
H -10.1237 -0.0104 -2.1835 0.08
O -0.8096 0.4640 -2.3403 -0.23
C -4.5723 0.9217 -2.9336 -0.03
H -4.6344 1.3560 -3.9292 0.09
H -1.7720 2.6739 -5.8909 0.09
H -9.6955 0.6059 4.8563 0.10
N -2.9025 -6.7012 4.1127 -0.44
H -1.9750 -4.7238 2.4327 0.06
H -1.8611 4.3166 -1.9065 0.06
C -0.0564 4.1660 3.3255 0.04
H -1.8119 3.4651 -3.4316 0.06
N -1.4350 -2.9996 1.3920 -0.44
H 3.2604 -1.4997 -2.1306 0.06
H -8.4709 0.2552 -1.5610 0.10
H 4.8391 -2.7690 -3.9046 0.09
N 5.6093 -4.1366 -2.5201 -0.45
H -5.4218 -2.0265 -1.4286 0.09
H 10.3831 0.7760 2.5146 -0.01
H 14.1129 3.3947 -1.2563 0.10
H -2.8819 -4.4309 0.9224 0.10
N -12.4847 -0.6590 3.4543 -0.44
H -13.3330 -2.4686 4.0578 0.10
C 9.1559 0.7868 -1.7867 0.05
C -9.3366 -0.3996 -1.5541 0.04
H 10.6044 2.5521 2.4712 0.11
O 2.9492 -1.6057 4.2889 0.07
H -2.8501 -8.7852 4.2347 0.10
P 1.4070 3.2161 -1.7228 0.60
O 7.9275 0.6025 2.9153 0.11
O 2.0415 0.1442 -0.6468 -0.11
C -3.3216 -7.9677 4.7717 0.05
C -13.0860 -1.9784 3.1209 0.06
C 11.0958 1.5858 2.4051 0.04
C -5.0944 -0.3510 -2.7861 -0.09
O 3.0378 -0.5789 -4.7429 0.06
H -12.6155 1.1200 1.3551 0.08
O -9.7885 -2.5814 -2.1707 0.05
O 14.8642 1.4259 -3.3939 0.06
O 4.8140 -3.9756 -1.6235 0.07
H 8.1659 -1.9324 3.3804 0.10
N -1.1275 2.0736 0.4649 0.05
C 4.1138 0.3953 4.3209 0.05
O 6.2539 -5.1474 -2.7239 0.05
N -9.6915 0.7861 6.9384 -0.45
H -10.3978 2.1262 5.4806 0.10
H 13.8906 1.6253 -1.2071 0.07
O 9.6036 0.0714 1.6700 -0.03
C 14.6040 2.4295 -1.3211 0.03
H -4.4034 -8.0280 4.7019 0.10
H -11.3082 0.5972 5.6308 0.07
H -12.3609 -2.5537 2.5573 0.10
H 9.1996 1.5188 -0.9876 0.10
H 1.9290 -2.1021 -3.1502 0.07
O 1.2865 4.1428 -2.9234 -0.61
O -0.3940 -2.7592 0.8165 0.04
O -10.5497 2.6564 -0.5037 0.09
H 2.1207 -0.5948 -0.0358 0.06
C -0.4628 1.3932 1.1774 -0.89
H 0.0437 4.9394 2.5696 0.10
O 4.8265 -0.3106 -5.9179 0.05
N 4.0708 -0.0061 -5.0132 -0.43
N 11.7141 1.4930 1.0546 -0.40
C -3.9979 1.6118 -1.8667 -0.16
C -2.0545 2.2944 -6.8692 0.05
C -4.4755 -0.3241 -0.4957 -0.08
H -5.5628 -0.8770 -3.6116 0.10
O -13.1699 0.1172 4.0890 0.06
C 5.8020 -2.9860 -3.4486 0.05
H -13.9787 -1.7892 2.5320 0.10
C -11.9267 1.9399 1.2011 0.04
H 1.7169 0.3067 -2.7063 0.10
H 11.8961 1.5047 3.1344 0.10
H 5.4191 0.9037 -3.7072 0.06
C 2.1842 -1.7007 -2.1726 -0.06
H 8.8631 -2.2100 1.7574 0.10
C -3.4818 3.0143 -2.1064 -0.42
O 7.1264 -0.0174 -1.0555 0.08
C 8.1662 -1.6199 2.3405 0.08
H 3.4597 0.5652 5.1679 0.09
H -3.5656 1.4433 0.2453 0.10
C -10.3247 1.0536 5.6184 0.03
H 5.1578 0.3993 4.6219 0.09
O -9.3729 1.7382 7.6177 0.07
H -0.2323 -1.4779 -2.3643 0.12
H -1.2077 1.8398 -7.3694 0.09
O 7.2404 0.6560 -3.0969 0.05
N 0.6086 4.6581 4.5624 -0.45
O -4.3104 3.9043 -2.1205 0.07
C -5.0447 -1.0217 -1.5590 -0.10
H -9.6903 -0.5706 -0.5434 0.09
H 3.6914 1.2864 -3.4091 0.06
S 0.2473 0.3336 2.1857 0.60
Ga -0.6679 2.1043 -1.4779 0.33
H -4.4357 -0.7880 0.4849 0.09
H -11.1065 1.8973 1.9102 0.10
O 11.3546 0.5909 0.3299 0.05
O -3.1917 -6.5717 2.9409 0.05
H -1.1920 -5.0148 0.8556 0.10
C 1.4878 -0.3492 -1.8642 -0.43
O -11.7151 0.8746 -0.8421 0.04
H 6.1488 -2.1438 -2.8552 0.08
C -0.0341 -0.5686 -1.7714 -0.28
C 4.4568 1.1471 -4.1634 0.06
C -1.9079 -4.4106 1.4018 0.03
H 9.6700 -0.1262 -1.5057 0.10
H -0.3367 -0.8222 -0.7486 0.09
C -3.9708 0.9643 -0.6394 -0.05
O 16.0551 3.1687 -2.9572 0.05
O -2.1322 -2.1894 1.9645 0.04
H 7.1646 -1.6691 1.9200 0.10
O 1.7915 4.9223 4.4848 0.05
O -11.3545 -0.4407 3.0721 0.05
H 4.5315 2.0210 -4.8046 0.11
H 2.5244 2.3818 -1.9613 -0.06
N 3.8169 -0.9490 3.7587 -0.45
N 7.7231 0.4476 -1.9982 -0.43
N -11.3487 1.8151 -0.1627 -0.43
H 0.4506 3.2529 3.0212 0.06
H 9.5571 1.1917 -2.7084 0.10
N -3.0939 1.2508 -6.6588 -0.44
C -2.0254 3.3360 -2.3685 -0.13
O 12.5430 2.3325 0.7654 0.05
O 4.4672 -1.2921 2.7911 0.04
O -9.5406 -0.3786 7.2442 0.06
O -7.7793 -1.8484 -2.4583 0.07
H 1.9517 -2.3786 -1.3433 0.09
N 15.2250 2.3306 -2.6714 -0.46
N 8.6024 -0.1973 2.3043 -0.38
O -2.3046 -5.8878 4.7817 0.09
O -0.0645 4.7649 5.5668 0.06
H 6.5340 -3.2655 -4.1971 0.10
H -2.9975 -7.9406 5.8054 0.09
H 15.4031 2.3486 -0.5903 0.10
H 1.6697 4.0448 -0.5881 -0.05
H -1.0994 3.9726 3.5449 0.10
H 3.9314 1.1226 3.5352 0.10
N -8.9300 -1.7205 -2.1089 -0.44
```

Calculated values
E_HOMO, eV: -5.4
HOMO-LUMO gap, eV: 5.85
Charge: -1
Lowest unoccupied orbital energy, eV: 0.46

No. 2
This record from the Open Molecules 2025 dataset describes a 8-piece molecular cluster, C27H61IN11O8 overall. The level of theory is ωB97M-V/def2-TZVPD.

The geometry in XYZ format:
```
108
Properties=species:S:1:pos:R:3:lowdin_charge:R:1
H -7.4793 -3.3349 -2.6033 0.09
C -2.2265 -1.3502 1.3851 -0.25
H -2.0761 -2.4564 5.5131 0.14
H -1.9111 -2.9789 0.0772 0.08
C 0.4428 9.0626 1.1111 -0.04
N -0.1471 -3.8522 6.3185 0.18
H -6.6512 3.2392 3.6323 0.08
C 3.7360 0.0886 -1.9603 -0.04
C -6.5447 2.7064 2.6895 -0.04
C 1.9526 -1.6427 -2.3046 -0.03
H -2.3393 -0.9995 3.7857 0.10
C 1.6253 -7.4820 -2.5151 -0.06
N 2.3692 -0.3656 -1.7460 -0.17
H 1.8907 1.3002 -0.6732 0.13
C -4.7129 1.6179 3.8867 -0.35
H 3.8900 1.0656 -1.4926 0.05
H -5.2239 -0.4865 -1.7528 0.10
H 1.5261 -7.8734 -1.5007 0.09
C 0.9798 -3.4643 4.5316 -0.77
C -1.4764 -1.6468 3.6114 -0.25
H -2.6523 -1.5756 -0.7251 0.07
H 4.2310 4.0017 0.0738 0.14
H -5.2225 -0.1136 1.8863 0.08
H 5.1889 -2.6972 -3.7178 0.07
C -5.1305 0.9397 1.6195 -0.04
O 3.3081 -4.3554 -3.0244 0.01
H -3.3076 -1.3711 1.5545 0.10
C -1.0362 8.0175 2.8406 -0.06
O 2.5359 8.0105 2.5426 0.01
O 4.3615 -0.8216 -5.5127 0.00
N -5.4464 1.7616 2.7782 -0.18
C 0.9374 -5.1671 -1.8608 -0.04
H 2.0448 6.1141 -2.7178 0.09
C 3.8278 3.9783 -0.9515 -0.33
H 8.2241 -1.4370 -3.9309 0.09
H 1.1848 7.2440 3.8538 0.13
C 2.5640 5.1653 -2.6117 -0.03
H -2.0925 -3.5897 4.1716 0.15
H 3.6795 -6.3033 -3.4589 0.14
H -1.5445 8.9554 3.0722 0.09
H 8.3839 -2.1115 -5.5642 0.09
H -8.6274 -2.1297 -3.2092 0.08
H 3.3470 5.0919 -3.3662 0.09
N 0.2927 8.2770 2.3253 -0.20
H -5.8121 1.1673 0.8047 0.07
H -1.8713 -0.3196 1.4655 0.13
H -0.5389 9.3551 0.7478 0.09
C 5.8944 -2.8682 -4.5291 -0.04
O -7.5660 0.4066 -0.6498 0.00
C 1.4018 7.8186 2.9371 -0.36
O -3.7778 0.8368 4.0047 -0.02
H 2.4391 -8.0041 -3.0131 0.08
H 1.1211 -1.4916 -2.9948 0.10
H 1.1549 -4.6908 8.5091 0.12
C 1.1153 -4.2896 6.4736 -0.40
N -7.1147 -1.3626 -1.9933 -0.19
C 3.0214 -5.5381 -3.0138 -0.33
H 8.0859 -0.3789 -5.3452 0.08
H 1.8634 4.3457 -2.7722 0.09
H 6.0651 0.2498 -5.8024 0.13
N 1.5366 -4.8847 7.6016 0.19
N 1.8236 -4.0501 5.3808 0.13
H -5.0245 2.2836 4.7073 0.13
H 0.6992 -7.6776 -3.0586 0.09
H 2.2620 -5.5781 7.5327 0.12
C -1.5298 -2.7712 4.6242 -0.06
H -8.9414 -0.4422 -1.8829 0.14
H -0.5865 -1.0161 3.7225 0.11
H 1.4029 -4.6299 -1.0331 0.08
H -4.1020 1.1276 1.3074 0.09
N 6.4306 -1.6006 -5.0022 -0.20
H 3.4428 5.9693 0.5959 0.08
H 4.4308 -0.6411 -1.5347 0.09
H -5.7016 -1.5919 -0.4608 0.09
C -7.9168 -0.4141 -1.4788 -0.34
C 5.5686 -0.6766 -5.4664 -0.36
O 0.3224 0.0045 -0.8470 -0.03
H 3.3883 7.0970 -0.7665 0.10
N 1.9001 -6.0589 -2.4825 -0.19
H -6.9996 -2.2239 -3.9010 0.09
H 3.9304 0.1804 -3.0298 0.08
C 1.4830 0.3512 -1.0550 -0.33
H -5.2252 -2.2395 -2.0472 0.09
C -7.5804 -2.3161 -2.9816 -0.05
N -0.2274 -3.3035 5.0672 -0.06
H -0.8964 -1.5837 -0.2715 0.03
H 1.6180 -2.3054 -1.5057 0.07
H 0.9554 8.4817 0.3443 0.07
I 1.5434 -2.9158 2.6376 1.13
N 3.1409 5.0802 -1.2788 -0.19
C -5.7359 -1.4257 -1.5389 -0.05
C 2.9583 6.1836 -0.3533 -0.06
C 7.8592 -1.3701 -4.9580 -0.06
H -1.6296 7.4704 2.1051 0.09
H -0.9248 -3.8911 6.9575 0.19
O -1.5862 -2.2126 2.3267 -0.24
H -6.3562 3.4285 1.8942 0.09
H -0.9695 7.4226 3.7491 0.08
H 6.7067 -3.5014 -4.1807 0.09
H 0.0967 -5.7470 -1.4882 0.09
H 2.7817 -2.0999 -2.8296 0.06
H 1.0376 9.9540 1.3101 0.10
H 1.8935 6.3435 -0.1737 0.08
H 5.3580 -3.3704 -5.3342 0.10
C -1.9030 -1.8866 -0.0005 -0.06
O 4.0048 3.0297 -1.7023 -0.02
H -7.4752 2.1816 2.4708 0.09
H 0.5796 -4.4310 -2.5814 0.09
```

Calculated values
E_HOMO, eV: -10.2
HOMO-LUMO gap, eV: 7.66
Charge: +1
Lowest unoccupied orbital energy, eV: -2.49